# C29H64Li2O25

A molecular structure, C29H64Li2O25 (ωB97M-V/def2-TZVPD, OMol25).

Strongest force on any atom in hartree/bohr: 0.0742
Orbital gap in eV: 4.551
E_HOMO in Ha: -0.073
LUMO in eV: 2.55
2S+1: 1
Net charge: -2

Cartesian coordinates (Å):
Li1 5.4724 21.1430 3.5909
Li2 2.0713 22.3289 4.4663
C1 3.6258 17.6710 2.3759
C2 2.3314 17.2479 2.6853
C3 1.3586 18.1352 3.4165
O1 0.2754 17.6984 3.8756
C4 1.6847 19.4476 3.7482
C5 2.9820 19.9168 3.4655
C6 4.0560 18.9828 2.7919
O2 5.1727 19.4582 2.5343
O3 3.3663 21.0684 3.8200
O4 1.9810 16.1097 2.2775
H1 4.2346 16.9777 1.8153
H2 0.9635 20.0992 4.2238
C7 8.9045 23.3151 2.7682
C8 9.0350 24.7003 2.5951
C9 7.8210 25.5946 2.7595
O5 7.8516 26.8205 2.4512
C10 6.6233 25.0514 3.1654
C11 6.4414 23.6583 3.3843
C12 7.6669 22.7208 3.0898
O6 7.4753 21.4806 3.1897
O7 5.3593 23.1773 3.8141
O8 10.1878 25.1689 2.4184
H3 9.7383 22.6475 2.6130
H4 5.7166 25.6314 3.2904
C13 -2.6593 20.6187 7.2911
O9 -1.5653 19.8131 7.6424
C14 -0.3622 20.3425 7.0872
C15 0.7628 19.3627 7.3175
O10 0.9066 18.9149 8.6677
C16 1.0575 19.9599 9.5968
H5 -2.5988 21.6223 7.7325
H6 -3.5490 20.1329 7.6904
H7 -2.8027 20.7464 6.2132
H8 -0.2143 21.3270 7.5463
H9 -0.5103 20.4253 6.0048
H10 1.7294 19.7829 7.0160
H11 0.6244 18.4469 6.7461
H12 1.7041 20.7403 9.1733
H13 1.5628 19.5065 10.4519
H14 0.1188 20.4105 9.9360
C17 4.2275 14.4305 4.5608
O11 3.5838 14.6517 5.7971
C18 3.5854 16.0156 6.1257
C19 4.9245 16.7856 6.1304
O12 5.8702 16.2706 7.0315
C20 5.6907 16.7701 8.3390
H15 3.7468 14.9450 3.7243
H16 4.1289 13.3773 4.2838
H17 5.3020 14.5969 4.6757
H18 3.0536 16.2133 7.0659
H19 2.8294 16.5117 5.4952
H20 4.8158 17.8729 6.2068
H21 5.3306 16.6417 5.1261
H22 6.2164 16.2129 9.1100
H23 4.6453 16.7993 8.6681
H24 6.0259 17.8146 8.3018
C21 -2.1797 17.3874 -2.7111
O13 -1.5171 16.3220 -2.0696
C22 -0.7118 15.6002 -2.9721
C23 0.7088 16.1548 -3.0612
O14 1.2468 15.9353 -1.7672
C24 2.5430 16.4719 -1.6497
H25 -2.6864 18.0116 -1.9813
H26 -2.8587 16.9688 -3.4629
H27 -1.4917 18.0509 -3.2494
H28 -1.1842 15.6612 -3.9644
H29 -0.6307 14.5450 -2.7182
H30 0.6561 17.2164 -3.3291
H31 1.3124 15.5871 -3.7785
H32 2.5000 17.5621 -1.7615
H33 3.2977 15.9727 -2.2670
H34 2.9112 16.3419 -0.6294
C25 5.2928 18.6078 -0.7047
O15 5.2478 18.9639 -2.0754
C26 6.4805 19.5281 -2.4940
C27 6.3962 19.6885 -3.9939
O16 6.5114 18.4096 -4.5837
C28 6.3657 18.4581 -5.9920
H35 5.2453 19.4784 -0.0426
H36 6.1961 18.0440 -0.4562
H37 4.4192 17.9986 -0.4853
H38 7.3536 18.8967 -2.2988
H39 6.6476 20.4541 -1.9382
H40 7.2890 20.2497 -4.3140
H41 5.5005 20.2174 -4.3313
H42 5.3351 18.7193 -6.2451
H43 6.6945 17.5143 -6.4153
H44 7.0383 19.2542 -6.3405
O17 0.3048 22.7192 3.7512
H45 -0.1309 23.5766 3.8080
H46 -0.3445 22.1285 3.3444
O18 1.3833 13.0650 2.7013
H47 2.1014 13.3915 2.1327
H48 1.7401 12.2708 3.1097
O19 7.2976 17.9279 2.0750
H49 7.9805 18.2711 2.6599
H50 6.5186 18.5071 2.2323
O20 3.7383 14.2130 0.9877
H51 4.6223 14.5033 1.2705
H52 3.1739 15.0058 1.1144
O21 3.0124 24.2538 4.1593
H53 3.0206 25.2048 4.0293
H54 3.9042 23.9403 3.8320
O22 5.6710 20.4412 5.5064
H55 4.9067 20.2696 6.0671
H56 6.4367 20.3400 6.0817
O23 -2.2557 18.9105 3.4544
H57 -1.4184 18.4849 3.7387
H58 -2.7966 18.1813 3.1395
O24 6.2947 15.2340 1.6989
H59 6.8199 14.7074 2.3089
H60 6.7135 16.1162 1.7137
C29 0.7126 20.3174 0.5685
O25 -0.1839 20.9685 -0.3243
H61 0.1477 19.6550 1.2268
H62 1.3881 19.7278 -0.0496
H63 1.3721 20.9415 1.1792
H64 -0.8705 21.4386 0.1507

Atoms 1-3, force components in eV/Å:
Li 0.399 0.330 -0.020
Li 0.758 0.457 -0.623
C 0.413 2.794 1.349